No. 1
The following is a quantum chemistry calculation of a molecular structure, C3H3N3O2, from the Open Molecules 2025 dataset.

```
11
Properties=species:S:1:pos:R:3:forces:R:3
C -0.021 0.394 1.213 4.3 -0.4 4.7
C -0.273 -0.330 -0.652 -0.9 1.9 -5.1
C -1.039 -0.412 -2.015 2.0 -1.0 -1.6
H 0.830 0.275 3.146 -0.4 0.7 -1.7
H -2.048 -0.342 -1.858 -2.9 0.2 1.0
H 1.924 -0.064 0.791 2.7 -2.0 2.3
N 0.028 0.349 2.489 -2.1 -0.3 -0.5
N -1.011 0.071 0.314 1.0 -0.7 0.2
N 1.251 0.538 0.517 -2.2 2.5 -1.3
O -0.688 -0.487 -3.174 1.0 0.1 1.9
O 1.046 0.008 -0.770 -2.3 -1.1 0.1
```
Positions in Å, forces in eV/Å.

F_max ... 6.3 eV/Å
Energy relative to the best compared isomer or geometry (same formula, charge and spin) ... 5.3271 eV
LUMO ... -1.0 eV

---

No. 2
The following is a quantum chemistry calculation of a single C3H3N3O4 molecule, from the Open Molecules 2025 dataset.

```
13
Properties=species:S:1:pos:R:3:forces:R:3
C -0.247 -0.053 0.060 -2.1 -1.1 -1.2
O 1.099 -0.368 -0.272 0.1 1.2 -1.0
C 1.894 0.665 -0.172 6.4 -3.0 -0.5
N 1.927 1.842 0.175 -2.6 1.8 0.4
O 3.159 2.346 0.428 0.1 0.4 0.3
N 4.144 1.419 0.343 1.2 -0.9 -1.3
C 3.710 0.366 -0.194 -5.0 1.7 0.0
N 4.330 -0.903 -0.256 1.8 -2.3 2.3
O 4.778 -1.515 -1.199 -0.8 1.4 -0.9
O 4.395 -1.359 0.888 -0.3 0.1 -0.2
H -0.260 0.745 0.728 0.0 1.5 1.3
H -0.546 -0.950 0.617 -0.6 0.3 -0.6
H -0.954 0.266 -0.818 1.6 -1.1 1.3
```
Positions in Å, forces in eV/Å.

F_max ... 7.1 eV/Å
SMILES string ... COc1nonc1[N+](=O)[O-]
Energy relative to the best compared isomer or geometry (same formula, charge and spin) ... 6.5456 eV
LUMO ... -0.7 eV

---

No. 3
The following is a quantum chemistry calculation of a single C3H3N3OS molecule, from the Open Molecules 2025 dataset.

```
11
Properties=species:S:1:pos:R:3:forces:R:3
N -1.049 -0.665 1.363 1.2 2.1 0.5
N -0.355 -0.291 0.175 0.9 -2.0 0.1
C -0.172 1.040 -0.241 -0.5 -3.9 0.9
O -0.919 1.823 0.218 -0.5 3.4 0.1
C 0.976 0.856 -1.178 0.5 5.5 -0.7
N 1.324 -0.312 -1.368 0.4 -2.0 -0.3
C 0.547 -1.149 -0.468 0.3 1.1 0.8
S 1.008 -2.644 -0.147 -0.4 -0.3 0.0
H -2.023 -0.604 1.103 -0.3 0.2 0.4
H -0.821 0.123 2.105 -0.8 -2.0 -2.0
H 1.485 1.822 -1.561 -0.7 -2.0 0.1
```
Positions in Å, forces in eV/Å.

F_max ... 5.6 eV/Å
SMILES string ... NN1C(=O)C=NC1=S
Energy relative to the best compared isomer or geometry (same formula, charge and spin) ... 2.8880 eV
LUMO ... -1.5 eV

---

No. 4
The following is a quantum chemistry calculation of a single C3H3N3OS molecule, from the Open Molecules 2025 dataset.

```
11
Properties=species:S:1:pos:R:3:forces:R:3
O -2.770 0.301 -0.083 0.5 0.9 0.3
C -1.644 -0.373 0.004 0.2 -1.0 -1.0
C -0.418 0.130 -0.049 2.8 1.6 1.0
N -0.157 1.523 0.035 1.4 -1.0 -0.9
N 1.122 1.638 -0.043 -0.4 1.2 0.6
C 1.721 0.372 -0.039 -3.4 -1.4 -0.5
S 3.404 0.070 -0.071 0.0 -2.3 1.1
N 0.811 -0.595 -0.053 -0.4 1.1 0.0
H -3.454 -0.343 -0.029 -1.3 -0.5 0.0
H -1.692 -1.437 -0.085 -0.3 -0.7 0.3
H 3.077 -1.286 0.414 0.9 2.2 -1.0
```
Positions in Å, forces in eV/Å.

F_max ... 3.7 eV/Å
SMILES string ... O/C=C1\N=NC(S)=N1
Energy relative to the best compared isomer or geometry (same formula, charge and spin) ... 3.2222 eV
LUMO ... -0.9 eV

---

No. 5
The following is a quantum chemistry calculation of a single C3H3N3S molecule, from the Open Molecules 2025 dataset.

```
10
Properties=species:S:1:pos:R:3:forces:R:3
S -0.921 1.741 -0.888 -0.1 0.2 0.1
C -0.198 0.326 -0.167 -0.5 0.3 -1.1
N -0.899 -0.316 0.778 1.5 -0.8 0.2
C -0.223 -1.386 1.237 -0.1 -0.3 -0.1
N 1.034 -1.737 0.880 -0.7 0.3 0.5
C 1.583 -0.970 -0.056 0.7 0.1 -0.8
N 0.978 0.005 -0.729 -0.4 0.0 1.4
H -1.903 1.772 0.018 -0.2 0.1 -0.1
H -0.780 -2.036 1.964 0.8 0.7 -0.7
H 2.650 -1.081 -0.361 -0.9 -0.5 0.5
```
Positions in Å, forces in eV/Å.

F_max ... 1.7 eV/Å
SMILES string ... Sc1ncncn1
Energy relative to the best compared isomer or geometry (same formula, charge and spin) ... 0.2210 eV
LUMO ... 0.3 eV

---

No. 6
The following is a quantum chemistry calculation of a single C3H3N3S molecule, from the Open Molecules 2025 dataset.

```
10
Properties=species:S:1:pos:R:3:forces:R:3
S -2.177 0.074 -0.048 0.1 -0.3 0.2
C -0.416 0.098 -0.007 -2.0 -0.7 0.8
C 0.270 1.270 0.048 2.6 -2.5 0.0
C 1.651 1.025 0.057 -0.3 -0.8 -1.2
N 2.182 -0.194 -0.081 -0.5 0.2 0.3
N 1.372 -1.276 -0.027 2.1 0.4 0.3
N 0.121 -1.158 0.082 -0.9 1.3 -0.6
H -2.188 -1.225 0.341 -0.2 0.4 -0.2
H -0.081 2.232 0.083 -1.2 1.9 0.0
H 2.339 1.839 -0.061 0.4 0.2 0.4
```
Positions in Å, forces in eV/Å.

F_max ... 3.7 eV/Å
SMILES string ... Sc1ccnnn1
Energy relative to the best compared isomer or geometry (same formula, charge and spin) ... 2.3501 eV
LUMO ... 0.1 eV